[1]
ORCA calculation (wB97M-V/def2-TZVPD) on a structure of composition C6H11NO7Zn2 in a non-equilibrium geometry.

Each line ends with the Löwdin charge.
CARTESIAN COORDINATES (ANGSTROEM)
Zn1 -0.996 1.364 -0.655  0.58
Zn2 -4.776 4.146 -2.289  0.36
C1 -3.649 3.683 1.549  -0.89
O1 -3.321 2.551 1.748  0.15
O2 -4.704 4.041 1.132  0.13
O3 -2.888 3.973 0.600  0.08
C2 -2.465 1.308 -4.356  -0.86
O4 -2.578 2.532 -4.553  0.16
O5 -1.369 0.855 -4.004  0.15
O6 -3.158 1.157 -3.343  0.17
C3 3.962 -1.204 0.860  -0.09
C4 2.549 -1.127 0.345  -0.38
C5 1.508 -2.013 1.187  -0.17
O7 0.212 -1.738 0.665  -0.25
C6 -0.759 -2.689 0.992  -0.13
N1 2.114 0.325 0.317  0.01
H1 4.664 -0.737 0.169  0.08
H2 4.250 -2.253 0.931  0.07
H3 3.900 -0.876 1.898  0.08
H4 2.564 -1.513 -0.674  0.13
H5 1.431 -1.570 2.180  0.12
H6 1.908 -3.004 1.401  0.12
H7 -1.719 -2.381 0.579  0.08
H8 -0.993 -2.990 2.013  0.09
H9 -0.554 -3.538 0.339  0.09
H10 2.124 0.808 1.203  0.06
H11 2.743 0.891 -0.235  0.06

Summary:
LUMO = -0.1541 Ha
Kohn-Sham gap = 0.1360 Eh
HOMO = -7.89 eV

[2]
ORCA calculation (wB97M-V/def2-TZVPD) on an isolated molecule of C6H11NOS in a non-equilibrium geometry.

Each line ends with the Löwdin charge.
CARTESIAN COORDINATES (ANGSTROEM)
C1 -2.422 -0.127 -0.448  -0.59
C2 -1.971 0.356 0.812  0.09
C3 -0.386 -1.147 -0.321  -0.65
C4 2.419 1.460 0.135  -0.13
C5 0.506 -0.022 -0.734  -0.23
C6 1.044 0.814 0.437  -0.30
N1 -1.645 -1.294 -0.717  0.05
O1 -3.112 0.351 -1.326  0.01
S1 0.525 -2.360 0.558  0.86
H1 -2.377 1.180 1.176  0.01
H2 -1.506 -0.345 1.529  0.07
H3 2.678 2.323 0.820  0.07
H4 2.614 1.774 -0.954  0.09
H5 3.223 0.613 0.333  0.10
H6 1.273 -0.437 -1.241  0.06
H7 -0.133 0.675 -1.427  0.18
H8 0.446 1.684 0.885  0.13
H9 1.073 0.124 1.295  0.07
H10 -1.953 -2.094 -1.301  0.18
H11 -0.295 -3.528 0.490  -0.06

Summary:
LUMO (spin up / spin down) = -0.0246 / -0.0245 Ha
Kohn-Sham gap (spin up / spin down) = 0.2578 / 0.2580 Eh
HOMO (spin up / spin down) = -7.68 / -7.69 eV

[3]
ORCA calculation (wB97M-V/def2-TZVPD) on a structure of composition C6H11NS in a non-equilibrium geometry.

Each line ends with the Löwdin charge.
CARTESIAN COORDINATES (ANGSTROEM)
C1 -2.870 -0.595 -0.238  -0.07
C2 -1.537 0.025 -0.590  -0.27
C3 -0.961 0.961 0.512  -0.25
C4 0.328 1.437 -0.223  -0.16
C5 0.849 0.054 -0.671  -0.63
C6 -0.327 -0.771 -0.107  -0.31
H1 -3.715 0.105 -0.330  0.08
H2 -2.882 -0.910 0.789  0.06
H3 -3.113 -1.478 -0.929  0.10
H4 -1.463 0.423 -1.629  0.15
H5 -1.574 1.690 1.042  0.14
H6 0.073 2.073 -1.059  0.10
H7 1.004 1.985 0.435  0.10
H8 0.979 -0.038 -1.756  0.10
H9 2.183 -0.142 1.220  -0.16
H10 -0.264 -1.851 -0.229  0.14
H11 -1.069 -0.677 1.864  0.09
N1 -0.393 -0.190 1.289  0.04
S1 2.482 -0.407 -0.034  0.74

Summary:
LUMO = 0.0361 Ha
Kohn-Sham gap = 0.3563 Eh
HOMO = -8.71 eV

[4]
ORCA calculation (wB97M-V/def2-TZVPD) on an isolated molecule of C6H11NSi in a non-equilibrium geometry.

Each line ends with the Löwdin charge.
CARTESIAN COORDINATES (ANGSTROEM)
C1 -1.584 1.741 -2.125  0.07
C2 -0.722 0.896 -2.038  -0.12
C3 0.354 -0.232 -1.643  -0.39
C4 -1.514 -1.062 0.788  -0.17
C5 0.263 1.431 0.884  -0.17
C6 1.689 -1.105 1.164  -0.20
N1 1.037 -0.695 -2.563  0.08
Si1 0.135 -0.352 0.307  0.56
H1 -2.301 2.486 -2.477  0.04
H2 -1.919 -1.856 0.239  0.00
H3 -1.428 -1.347 1.826  0.03
H4 -2.264 -0.175 0.640  0.08
H5 -0.017 2.158 0.225  -0.02
H6 -0.495 1.510 1.701  0.06
H7 1.110 1.777 1.309  -0.01
H8 2.685 -0.788 0.890  0.01
H9 1.613 -0.806 2.226  0.02
H10 1.509 -2.273 1.099  0.06
H11 1.850 -1.308 -2.452  0.06

Summary:
LUMO = 0.0293 Ha
Kohn-Sham gap = 0.3626 Eh
HOMO = -9.07 eV
structure (SMILES) = [H]/N=C(/C#C)[Si](C)(C)C

[5]
ORCA calculation (wB97M-V/def2-TZVPD) on the ion C6H11O with charge -1 in a non-equilibrium geometry.

Each line ends with the Löwdin charge.
CARTESIAN COORDINATES (ANGSTROEM)
C1 0.646 0.198 -2.305  -0.63
O1 0.948 -0.402 -3.452  -0.36
C2 1.384 -0.225 -1.056  -0.26
C3 1.289 0.495 0.262  -0.26
C4 -0.128 0.609 0.759  -0.17
C5 -0.796 -0.228 1.471  -0.18
C6 -2.337 -0.507 1.765  -0.10
H1 0.740 1.312 -2.325  0.08
H2 -0.439 0.022 -2.094  0.08
H3 2.480 -0.305 -1.476  0.13
H4 1.207 -1.301 -0.856  0.10
H5 1.727 1.463 0.132  0.08
H6 1.929 -0.025 1.025  0.11
H7 -0.479 1.560 0.224  0.13
H8 -0.160 -0.898 2.045  0.09
H9 -2.271 -0.974 2.738  0.03
H10 -2.829 0.433 2.057  0.05
H11 -2.912 -1.228 1.085  0.09

Summary:
charge = -1
LUMO = 0.1324 Ha
Kohn-Sham gap = 0.2071 Eh
HOMO = -2.03 eV
structure (SMILES) = C/C=C/CCC[O-]

[6]
ORCA calculation (wB97M-V/def2-TZVPD) on a cluster of 2 separate species, C6H11O in total in a non-equilibrium geometry.

Each line ends with the Mulliken spin population.
CARTESIAN COORDINATES (ANGSTROEM)
C1 -3.371 1.097 1.059  -0.02
O1 -4.578 0.720 0.552  0.89
C2 -2.294 0.248 0.323  0.09
C3 1.079 0.034 -1.302  0.00
C4 1.841 -0.431 -0.295  0.00
C5 1.942 -0.766 0.984  0.00
C6 2.993 -0.756 -1.372  0.00
H1 -3.184 2.169 0.950  0.00
H2 -3.310 0.833 2.132  0.05
H3 -1.306 0.403 0.749  0.00
H4 -2.624 -0.784 0.340  0.00
H5 1.164 1.000 -1.789  0.00
H6 -2.285 0.605 -0.707  0.00
H7 2.851 -1.225 1.334  0.00
H8 1.104 -0.627 1.648  0.00
H9 3.477 0.138 -1.768  0.00
H10 3.735 -1.182 -0.701  0.00
H11 2.766 -1.478 -2.139  0.00

Summary:
LUMO (spin up / spin down) = 0.0002 / -0.0468 Ha
Kohn-Sham gap (spin up / spin down) = 0.2892 / 0.2422 Eh
spin multiplicity = 2
HOMO (spin up / spin down) = -7.86 / -7.86 eV

[7]
ORCA calculation (wB97M-V/def2-TZVPD) on an isolated molecule of C6H11O in a non-equilibrium geometry.

Each line ends with the Mulliken spin population.
CARTESIAN COORDINATES (ANGSTROEM)
C1 1.657 1.231 0.730  0.00
O1 1.532 2.226 1.589  0.79
C2 0.695 1.448 -0.555  0.15
C3 0.250 0.128 -1.192  0.00
C4 -0.221 -1.089 -0.406  0.00
C5 -2.012 -1.659 1.168  0.00
C6 -1.439 -0.720 0.434  0.00
H1 1.123 0.292 1.017  0.05
H2 2.637 1.082 0.262  0.00
H3 -0.094 2.147 -0.307  0.00
H4 1.297 2.028 -1.256  0.00
H5 -0.534 0.398 -1.921  0.01
H6 1.038 -0.140 -1.928  0.00
H7 -0.468 -1.875 -1.152  0.00
H8 0.556 -1.574 0.193  0.00
H9 -1.604 -2.680 1.121  0.00
H10 -2.833 -1.599 1.847  0.00
H11 -1.578 0.356 0.357  0.00

Summary:
LUMO (spin up / spin down) = 0.0384 / -0.0474 Ha
Kohn-Sham gap (spin up / spin down) = 0.4002 / 0.3145 Eh
spin multiplicity = 2
HOMO (spin up / spin down) = -9.84 / -9.85 eV

[8]
ORCA calculation (wB97M-V/def2-TZVPD) on a cluster of 2 separate species, C6H11O2 in total in a non-equilibrium geometry.

Each line ends with the Löwdin charge.
CARTESIAN COORDINATES (ANGSTROEM)
C1 -0.410 -0.210 1.495  -0.22
C2 -0.676 -1.476 1.069  -0.21
C3 0.334 -2.406 0.473  -0.15
C4 -1.443 0.802 1.908  -0.13
H1 0.631 0.109 1.457  0.10
H2 -1.764 -1.763 0.944  0.10
H3 0.230 -3.476 0.759  0.06
H4 0.382 -2.203 -0.610  0.06
H5 1.347 -2.097 0.798  0.07
H6 -2.341 0.321 2.173  0.03
H7 -1.656 1.443 1.000  0.08
H8 -1.094 1.360 2.812  0.07
O1 1.520 -0.332 -1.469  -0.10
C5 0.777 0.695 -1.502  -0.72
O2 -0.341 0.912 -0.902  -0.13
C6 1.087 1.861 -2.445  -0.07
H9 0.210 2.501 -2.342  0.05
H10 2.010 2.408 -2.113  0.07
H11 1.197 1.552 -3.504  0.06

Summary:
charge = -1
LUMO = 0.1576 Ha
Kohn-Sham gap = 0.2952 Eh
HOMO = -3.74 eV

[9]
ORCA calculation (wB97M-V/def2-TZVPD) on a cluster of 2 separate species, C6H11O2P in total in a non-equilibrium geometry.

Each line ends with the Löwdin charge.
CARTESIAN COORDINATES (ANGSTROEM)
C1 -0.296 -0.413 -0.343  -0.33
C2 2.015 1.408 0.199  -0.24
C3 -1.746 1.433 0.242  -0.08
C4 -2.514 -1.036 -0.137  -0.03
C5 3.533 -0.997 -0.509  -0.31
C6 -1.430 -0.029 0.538  -0.31
O1 0.673 -1.086 -0.005  -0.12
O2 0.929 1.540 -0.212  -0.03
P1 2.846 -0.188 0.825  0.81
H1 -1.469 1.719 -0.716  0.05
H2 -2.762 1.673 0.350  0.05
H3 -1.318 2.131 1.036  0.11
H4 -3.456 -0.643 0.135  0.05
H5 -2.459 -0.946 -1.209  0.07
H6 -2.334 -2.100 0.155  0.10
H7 2.850 -1.492 -1.238  0.01
H8 4.640 -1.073 -0.495  0.00
H9 -0.231 -0.061 -1.415  0.15
H10 -1.361 -0.361 1.538  0.13
H11 3.892 0.523 1.261  -0.09

Summary:
LUMO (spin up / spin down) = -0.0114 / -0.0120 Ha
Kohn-Sham gap (spin up / spin down) = 0.2758 / 0.2690 Eh
HOMO (spin up / spin down) = -7.81 / -7.64 eV
structure (SMILES) = C=[PH]=C=O.CC(C)C=O

[10]
ORCA calculation (wB97M-V/def2-TZVPD) on an isolated molecule of C6H11O2P in a non-equilibrium geometry.

Each line ends with the Löwdin charge.
CARTESIAN COORDINATES (ANGSTROEM)
C1 -0.115 -0.622 -0.591  -0.37
C2 -1.165 0.221 0.630  -0.49
C3 0.030 1.098 -2.273  -0.06
C4 1.704 1.091 -0.480  -0.09
C5 -0.642 -1.786 2.556  -0.32
C6 0.842 0.221 -1.333  -0.41
O1 -0.447 -1.696 -0.918  0.09
O2 -1.270 1.427 0.602  0.03
P1 -2.015 -1.133 1.479  0.92
H1 -0.484 1.845 -1.637  0.08
H2 0.521 1.481 -3.135  0.07
H3 -0.903 0.608 -2.727  0.11
H4 1.213 1.922 0.017  0.07
H5 2.258 0.573 0.351  0.10
H6 2.414 1.530 -1.255  0.11
H7 -0.947 -2.180 3.547  0.05
H8 0.123 -1.046 2.595  0.01
H9 -0.143 -2.678 2.126  0.04
H10 1.440 -0.608 -1.893  0.18
H11 -2.414 -0.269 2.339  -0.11

Summary:
LUMO = 0.0041 Ha
Kohn-Sham gap = 0.3106 Eh
HOMO = -8.34 eV
structure (SMILES) = CPC(=O)C(=O)C(C)C

Which energy relative to the best compared isomer or geometry (same formula, charge and spin) belongs to each record? In order, 283.0 89.3 24.2 58.8 31.8 128.5 45.7 29.3 96.5 45.6 kcal per mole.